A cluster of 2 separate species, C6H9N2O2 in total at a distorted geometry, computed with the ωB97M-V functional and the def2-TZVPD basis.

The geometry in XYZ format:
```
19
Properties=species:S:1:pos:R:3:forces:R:3
C -1.611 -2.745 0.081 -1.876 2.351 0.199
C -1.267 -1.365 -0.401 0.576 0.280 -0.715
C -0.885 0.763 -0.372 0.990 -1.422 -0.647
C -0.907 -1.027 -1.685 -0.263 -0.216 0.694
N -1.173 -0.262 0.396 -1.141 0.507 0.697
N -0.616 0.312 -1.640 -0.559 1.084 0.045
H -0.725 1.792 -0.089 0.094 -0.104 0.035
H -1.114 -2.860 1.043 0.810 -1.211 -0.594
H -1.637 -3.305 -0.846 0.908 -1.274 0.618
H -0.117 0.880 -2.306 -0.203 -0.197 -0.155
H -1.025 -1.615 -2.578 0.491 0.102 -0.216
H -2.665 -2.735 0.407 0.021 0.078 -0.161
C 1.606 1.443 1.663 1.421 1.947 -0.293
C 2.430 2.089 0.432 -1.095 -1.438 1.052
O 2.064 3.211 0.040 0.096 0.279 -0.284
O 3.285 1.287 -0.004 0.284 0.609 -0.424
H 2.253 0.635 1.993 -0.864 -0.619 0.028
H 0.570 1.332 1.395 -0.012 -1.032 -0.068
H 1.532 2.171 2.471 0.324 0.276 0.188
```
Positions in Å, forces in eV/Å.

Results
total charge = -1
HOMO energy = -0.138 Ha
M = 141.15 g mol⁻¹
LUMO level = 3.299 eV
gap between HOMO and LUMO = 7.05 eV
energy above the lowest of the compared OMol25 structures with the same formula, charge and spin = 42.75 kcal per mole


A cluster of 2 separate species, C6H9N2O2P in total at a distorted geometry, computed with the ωB97M-V functional and the def2-TZVPD basis.

The geometry in XYZ format:
```
20
Properties=species:S:1:pos:R:3:forces:R:3
C 2.412 1.642 -0.171 2.590 -2.970 0.033
C 2.847 0.274 0.011 -1.647 0.340 -0.062
C 1.121 1.858 -0.053 -2.246 2.669 -0.202
C 1.868 -0.722 0.185 3.824 -1.059 0.613
C 0.213 0.886 0.161 -2.800 -1.713 -0.813
C -2.208 -2.155 -0.763 -3.899 -1.611 3.862
N 0.581 -0.403 0.232 1.555 0.991 0.312
N -1.442 -2.240 0.234 0.440 -0.213 0.157
O -2.290 0.358 0.875 0.004 0.496 -0.222
O -1.871 2.589 -0.338 0.099 0.164 0.011
P -1.614 1.119 -0.489 -0.091 -0.236 0.475
H 2.947 2.493 -0.496 1.489 0.317 -0.011
H 3.839 -0.117 0.025 0.696 0.421 -0.213
H 0.704 2.854 -0.269 0.089 -0.434 0.307
H 2.344 -1.809 0.365 -2.025 2.386 -0.530
H -3.363 -2.329 -0.824 1.993 0.006 0.656
H -1.862 -1.785 -1.611 1.947 1.462 -3.940
H -1.770 -2.483 1.174 -0.655 -0.111 -0.779
H -0.101 -1.150 0.282 -1.151 -0.789 0.035
H -2.358 1.118 1.471 -0.213 -0.115 0.310
```
Positions in Å, forces in eV/Å.

Results
total charge = 0
HOMO energy = -0.268 Ha
M = 172.12 g mol⁻¹
LUMO level = -0.289 eV
gap between HOMO and LUMO = 7.01 eV
energy above the lowest of the compared OMol25 structures with the same formula, charge and spin = 46.68 kcal per mole